(1)
Formula: C24H49FNO16
Source: OMol25
Level of theory: ωB97M-V/def2-TZVPD

LUMO	-3.16	eV
orbital gap	9.354	eV

Geometry as ORCA input:
```
! wB97M-V def2-TZVPD RIJCOSX def2/J DEFGRID3
* xyz 1 1
F -0.028 1.468 3.194
C -0.531 0.862 2.043
C 0.627 0.212 1.178
O 1.326 1.217 0.427
C 0.409 1.822 -0.503
C -0.681 2.663 0.305
N -1.430 1.750 1.261
H -1.171 0.000 2.405
H 0.098 -0.487 0.456
H 1.314 -0.391 1.830
H 0.929 2.473 -1.248
H -0.179 1.012 -1.041
H -1.462 2.989 -0.448
H -0.250 3.563 0.816
H -2.056 2.320 1.855
H -1.997 1.135 0.652
C 1.910 -5.157 -1.662
C 2.574 -5.435 -0.327
O 3.853 -4.802 -0.255
C 3.762 -3.496 -0.016
O 2.722 -2.901 0.128
O 4.991 -2.971 0.004
C 5.016 -1.553 0.155
H 2.567 -5.441 -2.486
H 0.973 -5.710 -1.749
H 1.692 -4.093 -1.779
H 2.740 -6.508 -0.223
H 1.946 -5.122 0.511
H 4.440 -1.237 1.026
H 4.637 -1.074 -0.749
H 6.053 -1.254 0.300
C 4.863 -3.354 4.804
C 5.276 -2.295 5.807
O 4.741 -1.011 5.455
C 3.452 -0.826 5.748
O 2.722 -1.621 6.278
O 3.102 0.396 5.324
C 1.717 0.689 5.492
H 5.129 -3.047 3.790
H 5.349 -4.305 5.026
H 3.782 -3.511 4.818
H 6.362 -2.191 5.800
H 4.985 -2.567 6.824
H 1.396 0.521 6.520
H 1.125 0.086 4.803
H 1.568 1.740 5.250
C -4.168 -0.718 -2.593
C -4.722 -1.065 -1.225
O -4.175 -2.300 -0.742
C -2.938 -2.230 -0.251
O -2.256 -1.232 -0.169
O -2.569 -3.461 0.118
C -1.222 -3.541 0.575
H -4.312 -1.547 -3.288
H -4.658 0.171 -2.994
H -3.094 -0.525 -2.547
H -5.801 -1.211 -1.297
H -4.553 -0.261 -0.505
H -1.028 -2.811 1.362
H -0.535 -3.396 -0.261
H -1.063 -4.537 0.985
C -8.854 1.346 -8.072
C -7.351 1.166 -7.990
O -6.939 0.849 -6.653
C -7.140 -0.417 -6.276
O -7.615 -1.291 -6.949
O -6.740 -0.539 -5.002
C -6.988 -1.827 -4.441
H -9.192 2.081 -7.338
H -9.148 1.679 -9.069
H -9.376 0.413 -7.854
H -6.857 2.103 -8.252
H -6.997 0.407 -8.691
H -6.570 -2.619 -5.064
H -8.060 -1.975 -4.302
H -6.504 -1.864 -3.467
C 3.070 3.597 2.192
C 3.406 4.138 0.817
O 3.334 5.566 0.791
C 4.384 6.202 1.331
O 5.355 5.682 1.810
O 4.151 7.516 1.264
C 5.155 8.315 1.892
H 2.103 3.980 2.531
H 3.034 2.506 2.179
H 3.810 3.906 2.932
H 2.671 3.778 0.094
H 4.386 3.795 0.478
H 6.148 8.070 1.516
H 5.111 8.185 2.974
H 4.942 9.357 1.657
*
```

Okay, here come the Mulliken numbers, in e, for every atom: -0.28, 0.11, -0.47, -0.22, -0.53, -0.54, 0.10, 0.17, 0.27, 0.37, 0.42, 0.31, 0.41, 0.34, 0.39, 0.17, -1.10, -0.07, -0.38, 0.76, -0.50, -0.37, -0.58, 0.35, 0.36, 0.23, 0.34, 0.22, 0.21, 0.29, 0.28, -1.00, -0.22, -0.36, 0.73, -0.55, -0.30, -0.59, 0.18, 0.39, 0.31, 0.32, 0.32, 0.39, 0.19, 0.19, -1.18, -0.11, -0.35, 0.69, -0.54, -0.36, -0.40, 0.34, 0.39, 0.30, 0.36, 0.21, 0.17, 0.23, 0.28, -1.10, -0.16, -0.36, 0.75, -0.54, -0.28, -0.51, 0.29, 0.36, 0.32, 0.28, 0.31, 0.34, 0.34, -0.06, -0.78, -0.10, -0.37, 0.75, -0.54, -0.35, -0.63, 0.21, 0.13, 0.48, -0.01, 0.37, 0.30, 0.30, 0.23

(2)
Formula: H4O2
Source: OMol25
Level of theory: ωB97M-V/def2-TZVPD

LUMO	0.55	eV
SMILES	O.O
orbital gap	11.555	eV

Geometry as ORCA input:
```
! wB97M-V def2-TZVPD RIJCOSX def2/J DEFGRID3
* xyz 0 1
O -0.832 -0.776 -0.889
H -0.211 -0.604 -0.171
H -0.274 -1.222 -1.505
O 0.592 0.772 0.848
H 1.021 1.157 1.694
H 1.385 0.697 0.307
*
```

Okay, here come the natural (NBO) numbers, in e, for every atom: -0.94, 0.48, 0.45, -0.94, 0.48, 0.47

(3)
Formula: C5H7N3O3S
Source: OMol25
Level of theory: ωB97M-V/def2-TZVPD

LUMO (spin up / spin down)	-0.43 / -0.43	eV
orbital gap (spin up / spin down)	8.568 / 8.567	eV

Geometry as ORCA input:
```
! wB97M-V def2-TZVPD RIJCOSX def2/J DEFGRID3
* xyz 0 1
C 1.581 0.069 -1.482
C -0.596 1.602 -1.424
C -0.069 -1.419 1.889
C 0.249 0.515 -0.750
C -0.772 -0.986 3.179
N 1.595 -1.241 -1.647
N 0.488 -1.921 -1.418
N -0.356 1.895 -2.704
O -1.368 2.218 -0.753
O -0.949 -1.548 0.923
O 1.133 -1.451 1.789
S -0.703 -1.075 -0.763
H 2.423 0.636 -1.548
H 0.465 0.888 0.270
H 0.019 -0.607 3.853
H -1.494 -0.245 3.031
H -1.335 -1.787 3.748
H 0.384 1.584 -3.252
H -0.694 2.874 -2.942
*
```

Okay, here come the natural (NBO) numbers, in e, for every atom: -0.06, 0.66, 0.80, -0.56, -0.73, -0.15, -0.60, -0.81, -0.59, -0.69, -0.57, 1.26, 0.21, 0.30, 0.24, 0.23, 0.24, 0.40, 0.41

(4)
Formula: H20O10
Source: OMol25
Level of theory: ωB97M-V/def2-TZVPD

LUMO	-0.13	eV
SMILES	O.O.O.O.O.O.O.O.O.O
orbital gap	10.571	eV

Geometry as ORCA input:
```
! wB97M-V def2-TZVPD RIJCOSX def2/J DEFGRID3
* xyz 0 1
O 1.496 -0.876 0.565
H 2.100 -0.205 0.317
H 0.987 -0.510 1.299
O -1.541 2.612 1.304
H -1.028 2.799 0.538
H -2.141 1.908 1.000
O 2.260 -3.312 0.004
H 2.247 -2.428 0.367
H 2.978 -3.682 0.475
O -0.824 0.566 -3.313
H -0.538 0.180 -2.457
H -0.432 0.142 -4.039
O -3.210 0.675 0.182
H -3.595 0.721 -0.671
H -2.451 0.043 0.095
O -1.825 -1.044 2.140
H -1.913 -1.520 2.975
H -1.147 -0.414 2.265
O 0.875 2.273 -1.126
H 0.646 3.066 -1.611
H 1.128 2.519 -0.222
O -0.646 -0.025 -0.697
H -0.095 0.747 -0.742
H 0.081 -0.630 -0.414
O 2.446 -1.942 -2.305
H 1.542 -2.233 -2.254
H 2.801 -2.527 -1.531
O 0.117 0.724 2.487
H -0.365 1.371 1.961
H 0.047 0.997 3.408
*
```

Okay, here come the natural (NBO) numbers, in e, for every atom: -0.96, 0.49, 0.52, -0.97, 0.46, 0.51, -0.95, 0.49, 0.47, -0.98, 0.49, 0.47, -0.98, 0.48, 0.52, -0.97, 0.47, 0.47, -0.95, 0.50, 0.47, -0.99, 0.48, 0.50, -0.97, 0.46, 0.49, -1.00, 0.51, 0.50

(5)
Formula: C10H32BN2O5V
Source: OMol25
Level of theory: ωB97M-V/def2-TZVPD

LUMO (spin up / spin down)	2.84 / 2.84	eV
<S²>	0.775
orbital gap (spin up / spin down)	7.020 / 7.130	eV

Geometry as ORCA input:
```
! wB97M-V def2-TZVPD RIJCOSX def2/J DEFGRID3
* xyz -1 2
O -28.020 -1.224 -34.044
V -28.862 -2.478 -34.512
B -27.395 -3.557 -36.165
H -26.858 -3.700 -37.181
H -28.519 -3.757 -36.246
H -26.925 -4.197 -35.312
H -27.318 -2.442 -35.909
C -28.388 -3.624 -31.280
O -28.524 -3.593 -32.646
H -29.072 -2.888 -30.799
H -28.637 -4.572 -30.794
H -27.433 -3.192 -30.942
C -30.636 -0.505 -36.738
O -29.769 -1.385 -36.132
H -31.557 -0.327 -36.148
H -30.125 0.448 -36.937
H -31.003 -0.929 -37.690
C -24.564 0.647 -33.259
C -24.499 -0.800 -32.753
C -23.243 -1.064 -31.896
O -22.802 -2.394 -32.131
C -21.450 -2.616 -31.834
N -25.776 -1.085 -32.099
H -25.483 0.744 -33.834
H -23.743 0.917 -33.926
H -24.578 1.343 -32.416
H -24.445 -1.487 -33.600
H -23.448 -1.014 -30.819
H -22.502 -0.310 -32.187
H -21.255 -3.660 -32.103
H -21.216 -2.282 -30.822
H -20.771 -2.170 -32.583
H -25.711 -0.588 -31.208
H -25.944 -2.051 -31.841
C -32.874 -4.422 -34.064
C -31.804 -3.322 -34.212
C -31.699 -2.395 -33.005
O -30.745 -1.419 -33.286
C -30.732 -0.241 -32.563
N -30.518 -3.989 -34.548
H -32.500 -5.267 -33.478
H -33.272 -4.673 -35.042
H -33.711 -4.181 -33.389
H -31.999 -2.670 -35.067
H -31.432 -2.915 -32.069
H -32.681 -1.921 -32.854
H -31.705 0.273 -32.560
H -30.072 0.483 -33.041
H -30.395 -0.331 -31.525
H -30.250 -4.474 -33.685
H -30.537 -4.672 -35.293
*
```

Okay, here come the natural (NBO) numbers, in e, for every atom: -0.51, 1.47, -0.74, 0.02, -0.01, 0.00, 0.05, -0.19, -0.91, 0.10, 0.13, 0.12, -0.20, -0.87, 0.10, 0.13, 0.13, -0.62, -0.08, -0.07, -0.54, -0.25, -0.80, 0.25, 0.20, 0.18, 0.22, 0.16, 0.16, 0.19, 0.16, 0.16, 0.32, 0.37, -0.63, -0.08, -0.05, -0.53, -0.23, -0.85, 0.21, 0.22, 0.20, 0.22, 0.18, 0.17, 0.16, 0.22, 0.17, 0.41, 0.40

(6)
Formula: C10H20NOS
Source: OMol25
Level of theory: ωB97M-V/def2-TZVPD

LUMO	-2.53	eV
SMILES	C[C@@H]1O[C@H]([C@H]2CCC[N+]2(C)C)CS1
orbital gap	9.150	eV

Geometry as ORCA input:
```
! wB97M-V def2-TZVPD RIJCOSX def2/J DEFGRID3
* xyz 1 1
C -3.195 -0.135 0.906
C -2.063 -0.888 0.101
O -0.886 -0.449 0.641
C -0.010 -0.023 -0.362
C 0.987 0.944 0.223
C 0.457 2.053 1.102
C 1.433 2.040 2.257
C 2.775 1.359 1.879
N 2.105 0.340 0.980
C 1.836 -0.783 1.868
C 3.080 -0.233 0.057
C -0.839 0.582 -1.550
S -2.214 -0.600 -1.605
H -3.203 -0.338 1.962
H -4.213 -0.555 0.612
H -3.023 0.950 0.824
H -2.137 -2.025 0.209
H 0.509 -0.930 -0.834
H 1.333 1.458 -0.692
H -0.548 1.834 1.455
H 0.398 3.025 0.614
H 1.496 2.971 2.824
H 0.984 1.250 2.835
H 3.559 2.004 1.415
H 3.139 0.906 2.717
H 1.619 -1.783 1.449
H 0.997 -0.533 2.451
H 2.742 -0.851 2.549
H 4.105 -0.018 0.389
H 2.947 0.081 -0.963
H 2.985 -1.304 0.061
H -0.283 0.585 -2.509
H -1.253 1.551 -1.168
*
```

Okay, here come the natural (NBO) numbers, in e, for every atom: -0.63, -0.08, -0.54, 0.07, -0.06, -0.42, -0.41, -0.19, -0.23, -0.42, -0.41, -0.56, 0.27, 0.22, 0.23, 0.21, 0.20, 0.19, 0.25, 0.24, 0.23, 0.26, 0.20, 0.24, 0.22, 0.25, 0.23, 0.23, 0.24, 0.24, 0.23, 0.26, 0.22